{"formula": "C26H27Cl3InN8O5", "method": "wB97M-V/def2-TZVPD", "homo_energy_ev": -11.8638, "energy_ha": -3391.52149, "orbital_gap_ev": 8.16, "charge": 1, "largest_force_ev_per_a": 0.61, "lumo_ev": -3.705, "symbols": ["In", "Cl", "Cl", "Cl", "O", "O", "O", "O", "O", "N", "N", "N", "N", "N", "N", "N", "N", "C", "C", "C", "C", "C", "C", "C", "C", "C", "C", "C", "C", "C", "C", "C", "C", "C", "C", "C", "C", "C", "C", "C", "C", "C", "C", "H", "H", "H", "H", "H", "H", "H", "H", "H", "H", "H", "H", "H", "H", "H", "H", "H", "H", "H", "H", "H", "H", "H", "H", "H", "H", "H"], "coordinates": [[0.249780, -1.028218, -0.027878], [0.417021, -3.885991, -1.625997], [2.166768, -1.702755, 2.074259], [0.148368, -3.906715, -4.562585], [1.889050, -2.495344, 0.837800], [1.764284, -0.331063, 1.705929], [3.536003, -1.769436, 2.418110], [1.305781, -2.186573, 3.116790], [1.416562, -0.161011, -1.413670], [-0.914353, -0.188232, 2.519002], [0.147020, 8.096455, -0.198323], [-1.126192, -2.537810, 0.727201], [-0.568839, 1.100348, 0.206612], [-1.276794, -0.433326, -1.865565], [-1.921949, -4.328571, 1.682737], [-1.227253, 0.476445, -4.475678], [-0.447831, 0.983933, 4.980304], [-0.573974, 3.090370, -1.088712], [-0.823703, -3.591084, 1.471612], [-1.966753, -5.566290, 2.465023], [-1.078211, -0.863214, 3.642218], [-2.476583, -2.606505, 0.448297], [-0.811527, 6.073681, -1.048109], [3.002356, -1.694575, -2.480570], [-0.226761, 5.332375, -0.030253], [0.705784, 7.381039, 0.777000], [0.098865, -4.858784, -3.083373], [-0.244442, 1.647544, 3.845646], [-0.660746, 1.718037, -0.979127], [2.768453, -0.334562, -1.849794], [-1.592405, -0.768109, -4.186081], [3.790926, -0.042420, -0.764079], [-0.471251, 1.827909, 1.328413], [-0.389830, 3.207526, 1.280933], [-0.533581, 1.081143, 2.611918], [-2.978842, -3.718094, 1.040280], [-0.896550, -0.262113, 4.880173], [-0.916820, 1.272945, -3.459947], [-0.394884, 3.861367, 0.054895], [-0.594078, 7.441500, -1.091369], [-1.609101, -1.226745, -2.880080], [-0.941977, 0.833027, -2.144784], [0.552014, 6.009097, 0.900077], [-2.978840, -1.847931, -0.128629], [2.256796, -1.891227, -3.253193], [3.995620, -1.737158, -2.934048], [-1.032048, 8.041684, -1.881008], [-1.856240, -1.412705, -5.015329], [-1.362821, -1.907259, 3.560266], [3.850029, -0.869353, -0.055014], [4.780823, 0.090707, -1.204426], [3.522940, 0.864052, -0.221037], [2.943079, -2.471240, -1.714098], [-0.884776, -5.295494, -2.982873], [-0.612960, 2.279914, -3.713186], [0.871090, -5.612881, -3.135458], [1.310337, 7.932485, 1.488516], [-2.975905, -5.963290, 2.440315], [-1.884163, -2.246666, -2.639104], [-3.975197, -4.128248, 1.053738], [-1.108600, -0.787922, 5.802763], [0.173570, 2.643614, 3.938746], [-1.685463, -5.370074, 3.495954], [1.064884, 5.479223, 1.693502], [-0.359620, 3.777983, 2.196908], [-0.632422, 3.565116, -2.056043], [0.147179, -3.823203, 1.875814], [-1.284317, -6.299097, 2.044056], [2.876928, 0.428280, -2.628027], [-1.453685, 5.613507, -1.788374]], "atomic_forces_ev_per_a": [[-0.02, 0.61, 0.05], [-0.04, -0.27, -0.06], [0.20, -0.09, 0.29], [0.00, 0.05, 0.00], [-0.13, 0.15, 0.24], [0.03, -0.39, 0.05], [-0.39, 0.05, -0.18], [0.43, 0.02, -0.23], [0.11, -0.42, 0.09], [-0.10, -0.09, -0.01], [-0.01, -0.14, 0.00], [0.12, 0.11, -0.23], [0.14, 0.15, 0.06], [0.08, -0.03, -0.11], [0.03, -0.06, 0.03], [-0.04, -0.02, 0.08], [-0.02, -0.08, -0.08], [0.00, 0.04, -0.11], [-0.30, -0.02, -0.06], [0.04, 0.09, -0.04], [-0.19, -0.02, -0.04], [0.16, 0.12, 0.05], [-0.10, 0.01, -0.08], [-0.04, 0.05, 0.05], [0.00, -0.12, 0.02], [-0.08, 0.12, -0.14], [0.06, 0.05, -0.09], [0.00, -0.01, 0.15], [-0.09, -0.21, 0.11], [-0.15, 0.09, 0.03], [0.05, 0.21, -0.13], [-0.12, -0.03, 0.05], [0.01, -0.17, -0.14], [-0.03, 0.08, 0.06], [-0.02, 0.05, -0.09], [0.08, -0.13, 0.04], [0.06, 0.25, 0.07], [-0.02, -0.07, -0.16], [0.03, 0.10, 0.00], [0.11, 0.12, 0.13], [0.02, -0.01, 0.20], [-0.10, -0.07, 0.17], [0.08, -0.03, 0.08], [0.04, -0.03, 0.01], [0.02, -0.04, 0.01], [-0.05, -0.01, 0.03], [-0.02, -0.02, 0.03], [-0.01, -0.01, 0.06], [-0.01, 0.08, 0.02], [0.05, 0.04, 0.00], [-0.02, -0.01, 0.00], [0.04, 0.02, -0.01], [0.02, -0.03, -0.06], [-0.06, -0.04, 0.02], [-0.01, 0.00, 0.00], [0.05, -0.07, 0.01], [-0.01, -0.03, -0.02], [-0.04, 0.02, -0.02], [0.05, 0.02, -0.03], [0.07, 0.03, 0.04], [0.07, -0.04, -0.02], [-0.08, -0.03, -0.01], [-0.02, 0.05, 0.04], [-0.02, 0.04, -0.02], [0.02, 0.01, 0.00], [0.01, 0.01, 0.00], [-0.01, -0.01, -0.08], [0.01, -0.01, -0.06], [0.03, 0.04, -0.07], [0.02, 0.00, 0.01]], "mulliken_charge": [1.2030, 0.0378, 1.6714, -0.1184, -0.5510, -0.5026, -0.6462, -0.6048, -0.4032, 0.1655, -0.5804, 0.5839, -0.3314, 0.1956, 0.1671, -0.5948, -0.6180, -0.1451, -0.7649, -0.8600, -0.0793, -0.7570, -0.4525, -1.0246, 0.3983, -0.4225, -0.5821, -0.3582, 0.4318, 0.3351, -0.8569, -1.2730, 0.3234, -0.3884, -0.2511, -0.6160, -0.5052, -0.3767, 0.7046, -0.4614, -0.2474, -0.2696, -0.5720, 0.5857, 0.1217, 0.4973, 0.3740, 0.4696, 0.2604, 0.2035, 0.5341, 0.2063, 0.1375, 0.3300, 0.4658, 0.3955, 0.3762, 0.3375, 0.6874, 0.4673, 0.4292, 0.4216, 0.3386, 0.5056, 0.7871, 0.3368, 0.6452, 0.3368, 0.3188, 0.4275]}